[1]
The following is a DFT calculation (ωB97M-V/def2-TZVPD) of the molecule C22H27BrN4O4S at a distorted geometry.

```
59
Properties=species:S:1:pos:R:3:forces:R:3:mulliken_charge:R:1
C -6.989232 -1.944341 1.131068 0.343 0.261 -0.147 -1.465
C -5.958627 -1.220238 0.279688 -0.261 -0.245 -0.153 -0.146
O -5.159741 -0.437437 1.145627 0.056 0.111 0.189 -0.415
C -4.174029 0.330229 0.614951 0.203 0.135 -0.068 0.516
C -3.840023 0.399024 -0.731064 -0.302 -0.210 0.229 -0.549
C -2.786651 1.193346 -1.156077 0.300 0.370 0.026 0.105
C -2.025388 1.949097 -0.259225 -0.618 -0.290 0.381 0.458
N -0.933031 2.717820 -0.695440 0.611 0.935 0.269 -0.121
C -0.391015 2.539379 -2.025423 0.301 0.061 -0.560 -0.944
C 0.502189 1.299858 -2.209202 -0.056 -0.157 -0.137 0.614
O 1.451274 1.300086 -2.953529 0.056 0.191 -0.217 -0.636
N 0.116013 0.235721 -1.453515 -0.795 -0.362 0.618 0.868
N 0.831218 -0.917491 -1.417500 0.716 0.050 -0.659 -1.248
C 0.477415 -1.891814 -0.689345 -0.196 0.068 0.257 0.864
C 1.298574 -3.139310 -0.747306 -0.060 -0.200 -0.230 -1.115
C 0.398600 -4.306412 -1.165152 0.257 0.025 0.153 -0.820
N -0.716853 -4.429019 -0.245054 -0.019 -0.011 -0.024 -0.038
C -1.487214 -5.629509 -0.484542 0.005 0.046 0.002 -1.099
C -1.541434 -3.239253 -0.274812 -0.031 0.116 0.221 -1.117
C -0.728801 -2.028437 0.199722 -0.189 0.159 -0.246 0.496
S 0.199960 3.489281 0.305738 0.183 -0.339 0.143 1.250
O -0.395932 3.856503 1.550988 -0.150 -0.268 -0.004 -0.731
O 0.804005 4.519156 -0.478195 0.126 -0.174 -0.180 -0.710
C 1.391354 2.176229 0.564581 -0.242 0.653 -0.061 0.138
C 1.088004 1.157820 1.450128 -0.036 -0.078 0.155 -0.370
C 1.945093 0.078071 1.561519 -0.024 0.077 -0.027 -0.442
C 3.082389 0.039452 0.768326 0.103 0.077 0.002 -0.108
Br 4.223471 -1.461357 0.885134 0.030 0.011 0.003 -0.160
C 3.400197 1.067573 -0.103416 -0.039 -0.145 0.124 -0.413
C 2.542293 2.149225 -0.200464 -0.006 0.175 0.035 -0.485
C -2.395928 1.900916 1.088540 -0.155 -0.119 0.091 -0.753
C -3.440272 1.109100 1.511759 -0.148 -0.194 -0.174 -0.911
H -7.624587 -2.558738 0.499785 -0.076 -0.072 -0.046 0.423
H -7.603302 -1.222246 1.661681 -0.097 0.037 0.047 0.335
H -6.490738 -2.576416 1.860722 0.013 -0.093 0.065 0.327
H -6.459570 -0.576293 -0.456146 0.117 -0.053 0.037 0.351
H -5.331502 -1.946230 -0.257773 -0.037 0.132 0.010 0.264
H -4.385517 -0.162426 -1.472738 -0.061 -0.067 -0.044 0.436
H -2.574396 1.202901 -2.213012 0.067 -0.010 -0.070 0.152
H -1.187563 2.530603 -2.773457 0.060 0.022 0.103 0.339
H 0.230034 3.413324 -2.230665 -0.110 -0.289 -0.232 0.445
H -0.730687 0.315360 -0.893396 0.348 -0.063 -0.174 0.241
H 2.116390 -3.014666 -1.454677 0.020 0.059 0.026 0.408
H 1.707295 -3.354860 0.241536 0.043 -0.022 0.041 0.291
H 0.972391 -5.234915 -1.135502 -0.035 0.003 -0.069 0.514
H 0.054194 -4.145816 -2.202971 -0.008 -0.049 0.016 0.374
H -0.833433 -6.494806 -0.390511 -0.029 -0.081 -0.018 0.345
H -2.272640 -5.705112 0.266139 -0.059 -0.064 -0.002 0.342
H -1.951629 -5.647228 -1.483086 -0.019 -0.015 -0.027 0.379
H -2.391755 -3.389522 0.395791 0.000 0.017 -0.068 0.539
H -1.935853 -3.036424 -1.289541 -0.011 -0.038 0.053 0.373
H -0.389574 -2.224033 1.218874 -0.007 0.028 0.051 0.314
H -1.369889 -1.144641 0.214447 -0.001 0.026 0.037 -0.715
H 0.189715 1.217922 2.043746 -0.093 -0.066 0.138 0.495
H 1.732722 -0.727433 2.247358 -0.018 -0.058 0.051 0.491
H 4.290539 1.017714 -0.709598 0.048 -0.014 -0.042 0.440
H 2.749303 2.967215 -0.871134 0.066 0.039 -0.129 0.473
H -1.874032 2.507502 1.806149 -0.055 -0.050 0.084 0.671
H -3.710523 1.079059 2.554970 -0.027 0.012 0.151 0.442
```
Positions in Å, forces in eV/Å.

Output
* ΔE to the lowest compared entry with this formula, charge and spin: 3.8 kJ/mol
* SMILES: CCOc1ccc(N(CC(=O)NN=C2CCN(C)CC2)S(=O)(=O)c2ccc(Br)cc2)cc1
* molar mass: 523.45 g/mol
* Kohn-Sham gap: 8.7 eV
* E_HOMO: -8.3322 eV



[2]
The following is a DFT calculation (ωB97M-V/def2-TZVPD) of a structure of composition C18H42N6O6Tl at a distorted geometry.

```
73
Properties=species:S:1:pos:R:3:forces:R:3:mulliken_charge:R:1
Tl 0.897023 0.444388 0.000103 -1.766 -0.544 0.785 1.491
C -3.749876 0.340065 -0.785476 -0.483 -1.871 -0.594 -1.143
C -3.029734 0.337223 0.525339 -0.274 0.188 -0.368 0.598
O -1.797877 0.493618 0.570695 0.593 0.135 0.816 -0.147
N -3.739631 0.115128 1.633237 0.729 0.043 0.091 -0.142
C -3.144003 0.054723 2.974125 -0.097 0.568 -0.549 -0.613
H -4.117747 -0.691464 -0.954539 0.218 0.057 0.334 0.357
H -3.035099 0.440666 -1.595056 -0.090 0.775 0.013 -0.012
H -4.697092 0.868453 -0.868633 0.408 0.746 0.148 0.459
H -4.738978 0.011942 1.569505 -0.054 0.108 -0.162 0.252
H -2.115451 -0.303010 2.918021 -0.217 -0.551 -0.100 -0.064
H -3.835402 -0.558157 3.542271 0.414 -0.034 0.472 0.385
H -3.037629 1.058686 3.394198 -0.425 -0.054 0.088 0.381
C -1.794134 3.695540 -3.004363 -0.057 -0.954 -0.852 -1.372
C -0.742305 2.650465 -2.717411 0.430 1.049 0.490 0.701
O -0.789846 2.062268 -1.612496 0.624 -0.725 0.368 -0.393
N 0.265297 2.494032 -3.568062 -0.333 0.231 0.088 -0.045
C 0.496662 3.308678 -4.778632 0.464 -0.786 0.337 -0.993
H -2.523949 3.684108 -2.206936 -0.012 0.307 0.081 0.301
H -2.274305 3.409141 -3.948875 -0.122 0.101 0.144 0.404
H -1.330118 4.660605 -3.197001 -0.016 0.103 0.368 0.439
H 0.974956 1.847036 -3.262224 0.117 0.112 -0.132 0.200
H -0.134518 2.936128 -5.579840 -0.030 0.286 -0.153 0.323
H 1.542898 3.145135 -5.026285 -0.059 0.079 -0.269 0.371
H 0.376005 4.370115 -4.591012 -0.228 0.007 0.027 0.344
C 5.384332 2.207319 0.600135 -0.182 0.192 0.449 -1.198
C 4.123576 2.232273 1.440087 -0.277 -0.321 -0.226 0.434
O 3.174751 1.452734 1.160423 -0.091 -0.167 0.102 -0.583
N 4.139947 3.037446 2.529804 -0.434 -0.607 -1.652 -0.115
C 3.031722 3.057954 3.477866 0.781 0.649 0.033 -0.616
H 6.196687 1.850201 1.235444 0.046 0.085 -0.043 0.340
H 5.640613 3.209305 0.252287 0.056 -0.051 -0.059 0.411
H 5.283593 1.522365 -0.232872 -0.138 0.068 -0.096 0.284
H 4.707286 3.854965 2.345120 0.193 0.002 0.823 0.296
H 3.243959 3.859596 4.181462 -0.178 0.064 -0.009 0.407
H 3.059210 2.132184 4.045402 -0.347 -0.142 -0.167 0.141
H 2.096156 3.252531 2.958786 -0.202 -0.251 0.184 0.256
C -1.713735 -2.410486 -3.429885 -0.610 0.027 -1.275 -0.974
C -0.633024 -1.461910 -3.014118 -0.080 -0.492 0.052 0.308
O -0.615873 -1.044711 -1.840422 0.666 0.248 0.620 -0.111
N 0.320091 -1.171427 -3.895865 -0.022 0.582 0.012 -0.047
C 0.280977 -1.341358 -5.353781 0.651 -1.502 0.190 -1.201
H -1.518219 -3.437414 -3.123271 0.194 0.125 0.338 0.181
H -1.770318 -2.453276 -4.520607 0.063 -0.026 0.079 0.483
H -2.714595 -2.118989 -3.121191 0.166 0.118 0.457 0.274
H 1.103474 -0.655781 -3.524335 -0.082 0.067 -0.021 0.239
H 1.241494 -1.012829 -5.739981 -0.223 0.518 -0.145 0.377
H -0.583460 -0.905854 -5.840297 0.079 0.378 0.070 0.360
H 0.304967 -2.412708 -5.573729 -0.268 0.074 -0.078 0.434
C -1.801177 -3.456612 0.856580 0.136 0.801 1.093 -1.192
C -0.410839 -2.974273 0.575551 1.093 -0.068 -0.748 0.431
O -0.035154 -1.852818 1.008131 0.146 0.842 -0.228 -0.157
N 0.436013 -3.740700 -0.111686 -0.776 -0.591 0.088 -0.014
C 0.176838 -5.148421 -0.456072 0.185 0.428 0.403 -0.969
H -2.332206 -2.548907 1.149686 -0.285 -0.116 -0.369 0.045
H -1.797271 -4.034519 1.786077 0.055 -0.367 -0.261 0.438
H -2.278864 -3.990739 0.045219 0.039 -0.088 -0.057 0.446
H 1.313955 -3.367750 -0.436858 0.063 0.276 0.329 0.265
H -0.433172 -5.614431 0.312237 -0.202 0.090 -0.082 0.361
H 1.137848 -5.653912 -0.401871 -0.034 -0.119 -0.462 0.388
H -0.303589 -5.207179 -1.429280 0.132 -0.339 -0.081 0.272
C -0.007685 1.328175 4.821095 0.041 0.262 0.071 -1.492
C 0.706008 0.249180 4.036596 -2.023 -0.916 -0.704 0.578
O 0.872198 0.347953 2.808457 0.860 0.627 -0.305 -0.323
N 0.852742 -0.939229 4.654668 0.467 0.784 -0.152 -0.087
C 1.444565 -2.102166 4.036438 0.098 -0.341 -0.056 -0.643
H 0.617491 1.769249 5.598139 -0.022 -0.115 0.058 0.413
H -0.911084 0.916566 5.275975 0.210 -0.152 0.214 0.493
H -0.364476 2.125642 4.174018 0.328 -0.034 -0.219 0.322
H 0.591537 -0.981198 5.628400 0.165 -0.073 0.028 0.289
H 0.904165 -2.440276 3.147100 -0.303 0.155 0.221 -0.022
H 1.451073 -2.879815 4.794264 0.117 -0.155 -0.163 0.413
H 2.462299 -1.921445 3.680002 0.015 0.196 0.271 0.282
```
Positions in Å, forces in eV/Å.

Output
* ΔE to the lowest compared entry with this formula, charge and spin: 0.0 kJ/mol
* charge: +3
* molar mass: 642.95 g/mol
* Kohn-Sham gap: 3.4 eV
* E_HOMO: -17.2109 eV



[3]
The following is a DFT calculation (ωB97M-V/def2-TZVPD) of a structure of composition C39H41Cl3O22 at a distorted geometry.

```
105
Properties=species:S:1:pos:R:3:forces:R:3:mulliken_charge:R:1
C 3.884444 2.172955 1.870774 -0.821 -0.619 0.877 -0.304
C 3.439298 1.337252 0.920125 -0.873 -0.595 0.639 -0.068
C 4.085518 1.195045 -0.406711 1.454 1.358 -1.273 0.963
O 3.709164 0.439958 -1.276653 -0.621 -0.382 0.526 -0.570
C 5.226987 2.107694 -0.620786 -0.022 0.563 0.594 -1.039
C 5.618573 2.953544 0.345834 1.354 0.686 0.161 0.264
C 4.954449 3.109068 1.687648 -0.736 -0.539 -0.717 0.573
O 5.234083 3.987760 2.475681 0.634 0.006 -0.302 -0.631
O 6.708283 3.742897 0.194567 -0.594 -0.230 -0.147 -0.578
O 2.367287 0.566221 1.165483 0.389 0.314 -0.190 0.715
H 3.396156 2.140026 2.837993 -0.077 0.185 -0.036 0.455
H 5.755309 2.229992 -1.555971 -0.204 -0.618 -0.211 0.422
H 6.768784 4.299943 0.988184 -0.050 0.030 0.056 0.351
H 2.100112 0.059229 0.373914 0.268 -0.094 0.009 -0.421
C -5.148328 2.932643 -7.299760 -1.001 0.180 0.274 -0.731
C -4.145094 2.052449 -7.344608 -0.624 -0.873 -1.309 0.177
C -2.907530 2.191080 -6.565073 1.011 0.162 2.077 1.032
O -2.025931 1.339808 -6.549113 -0.403 -0.338 -1.154 -0.815
C -2.847329 3.302874 -5.657164 -0.288 1.497 -0.198 -0.545
C -3.894139 4.133446 -5.514911 0.206 0.154 0.353 0.360
C -5.198407 3.983181 -6.288161 1.589 -0.195 -0.279 0.480
O -6.114280 4.738426 -6.071740 -0.193 0.105 0.146 -0.613
O -3.805820 5.166346 -4.661070 -0.613 -0.193 -0.435 -0.554
O -4.226871 0.966686 -8.137056 0.076 0.188 0.293 -0.577
H -6.066379 2.791272 -7.854809 0.114 -0.187 -0.150 0.370
H -1.949083 3.611622 -5.138930 0.207 -0.618 -0.019 0.580
H -4.660592 5.631974 -4.712305 0.020 0.042 0.110 0.343
H -3.516991 0.353413 -7.884701 0.195 0.161 -0.140 0.364
C 0.171015 3.380274 0.029724 -0.753 0.655 0.442 -0.671
C -1.152980 3.294169 0.272365 1.072 -0.826 1.310 0.272
C -2.210318 3.518393 -0.741753 0.856 -0.383 -0.590 0.879
O -3.373477 3.364577 -0.429057 0.057 0.158 -0.236 -0.633
C -1.671195 3.784268 -2.075294 -0.856 0.036 0.118 -0.579
C -0.355040 3.867931 -2.334875 -0.449 1.015 -0.804 0.743
C 0.695307 3.770280 -1.270075 -0.013 -1.233 1.171 0.205
O 1.896746 3.825812 -1.447490 -0.296 0.504 -1.028 -0.650
O 0.006252 4.164244 -3.594925 0.327 -0.119 0.034 -0.519
O -1.577895 2.857123 1.473447 -0.267 0.064 -0.616 -0.576
H 0.860388 3.219125 0.846794 0.162 -0.148 -0.113 0.472
H -2.424630 3.907916 -2.843284 0.229 0.059 -0.190 0.243
H 0.957654 4.335970 -3.658110 0.082 -0.193 0.237 0.347
H -2.484084 2.534478 1.306350 -0.072 0.291 0.366 0.425
C 0.016500 -3.976611 1.972327 -2.707 -0.671 0.289 -1.659
C 0.268003 -5.191161 2.498282 -2.572 0.001 0.802 -0.226
C 0.638589 -5.473271 3.939724 -8.977 2.430 -3.958 1.048
O 0.906334 -6.596578 4.293786 -13.199 -6.706 -0.672 -0.482
C 0.709300 -4.255556 4.718064 -4.071 1.746 1.836 -0.258
C 0.437035 -3.024200 4.259114 -1.848 0.169 0.275 0.251
C -0.015244 -2.804946 2.792508 -0.253 -1.512 1.273 0.301
O -0.337815 -1.690825 2.433628 -1.939 -1.363 -1.035 -0.499
O 0.622879 -1.932016 4.979774 -5.536 -10.629 5.126 -0.559
O 0.220777 -6.251619 1.688545 -1.222 -1.337 -0.915 -0.628
H -0.256560 -3.921320 0.926950 -0.307 0.071 0.110 0.584
H 0.927015 -4.337066 5.777316 -0.190 0.139 0.171 0.674
H 0.537558 -1.139910 4.402170 -1.307 -4.870 1.896 1.269
H 0.479905 -7.046358 2.185259 -0.303 0.007 0.182 0.501
C 0.387198 -0.559365 -2.548521 0.834 -0.277 1.066 -1.086
C -0.415800 0.065662 -3.420643 0.013 0.146 -1.324 0.025
C -1.793923 0.593510 -3.063394 0.914 -0.087 1.612 0.003
O -2.526697 1.156175 -3.844156 0.166 -0.345 -0.238 -0.158
C -2.073493 0.447182 -1.642103 -0.572 -0.218 0.176 -0.025
C -1.266232 -0.182146 -0.759527 0.098 0.982 0.866 0.462
C 0.116287 -0.661593 -1.101108 -1.087 -0.272 -2.681 0.349
O 0.859087 -1.150809 -0.280257 0.111 0.116 0.366 -0.057
O -1.580182 -0.213921 0.526762 -0.257 -0.005 0.117 -0.660
O -0.000828 0.209392 -4.684352 -0.052 -0.105 0.318 -0.592
H 1.328237 -0.973495 -2.886691 0.070 0.166 -0.057 0.541
H -2.998696 0.881990 -1.284637 -0.090 -0.138 -0.011 0.951
H -0.903093 -0.661625 1.086543 -0.094 -0.304 -0.303 0.304
H -0.634288 0.698890 -5.235646 -0.460 0.102 0.000 0.303
C -5.296539 -0.090392 -4.535609 0.147 0.130 -0.960 0.796
Cl -5.861410 1.560572 -4.240834 -0.259 -0.358 0.386 -0.106
Cl -6.209610 -0.868317 -5.849973 -0.319 0.035 0.170 -0.149
Cl -5.264226 -1.109687 -3.108266 0.084 0.322 -0.084 -0.134
H -4.321290 0.024425 -4.993082 0.288 -0.129 0.673 -0.412
C 2.080062 -0.925646 4.291106 4.728 2.897 -2.669 -1.429
C 0.891560 -0.114966 3.732989 3.228 4.953 -2.976 0.145
O -0.257716 -0.274502 4.546755 -4.354 7.324 -0.630 -0.339
C -1.307212 0.581433 4.083865 -0.237 -0.102 -0.606 0.620
C -2.583206 0.184158 4.786493 0.008 0.174 0.869 -1.530
H 2.278882 -0.593809 5.308661 0.444 -0.168 -0.105 0.458
H 1.859830 -1.989556 4.270736 4.382 1.584 -1.249 0.477
H 2.879730 -0.674197 3.593464 0.626 0.610 0.145 0.161
H 1.165376 0.942000 3.650395 -0.021 -0.054 0.367 0.900
H 0.709892 -0.491867 2.721270 0.417 1.340 0.738 -0.648
H -1.041925 1.630498 4.245425 0.007 -0.007 0.319 0.358
H -1.386191 0.484465 2.997254 -0.111 -0.139 0.047 -0.215
H -2.428825 0.262540 5.866300 0.052 0.108 0.004 0.379
H -2.899208 -0.848182 4.638786 0.155 0.037 -0.472 0.331
H -3.405355 0.861907 4.555521 0.042 -0.048 -0.229 0.421
C 2.381189 -5.802483 4.227213 11.687 3.343 2.111 -1.301
C 2.433459 -5.152436 2.842795 3.024 -0.955 -0.543 -0.508
O 2.246071 -3.779359 2.930598 2.712 0.557 -1.382 -0.215
C 2.247315 -3.100096 1.679790 1.216 0.865 -0.597 1.252
C 3.622059 -2.920651 1.075799 0.659 -0.361 0.451 -1.696
H 2.345586 -6.887376 4.167090 2.428 -0.146 -0.606 0.318
H 3.299757 -5.542306 4.760274 1.695 0.532 -0.228 0.397
H 1.608686 -5.335638 4.841776 7.779 -0.326 2.904 -0.473
H 3.430146 -5.453090 2.487234 0.016 0.555 -0.264 0.467
H 1.716326 -5.607106 2.144301 2.614 0.264 -0.075 0.520
H 1.519120 -3.550003 0.996414 1.175 -0.143 -0.232 -0.016
H 1.800121 -2.124443 1.872860 0.510 -0.025 -0.014 -0.554
H 3.631511 -2.437764 0.099288 -0.323 -0.048 -0.021 0.345
H 4.116515 -3.891401 0.993709 -0.007 -0.003 -0.259 0.479
H 4.268214 -2.336526 1.735388 -0.130 0.113 0.070 0.261
```
Positions in Å, forces in eV/Å.

Output
* molar mass: 968.09 g/mol
* Kohn-Sham gap: 5.4 eV
* E_HOMO: -7.2974 eV